Entry 1:
Density functional theory data (wB97M-V/def2-TZVPD) for the molecule C4H9NO2.

Atoms and positions in Å:
H -0.55816 -2.00510 1.13722
H 3.07357 0.75666 0.63717
H -1.65293 0.37817 0.75370
H -1.53922 -1.10749 -1.44868
H -0.10704 0.61107 -1.34362
C 0.02786 1.06521 -0.35904
O 2.11393 2.11267 -0.90923
O 2.13507 0.49056 0.63799
C -0.58907 0.16817 0.69075
C -0.46824 -1.32348 0.29656
H -0.22984 0.34373 1.70190
H 0.50229 -1.44951 -0.19024
N -1.48086 -1.76978 -0.67444
H -0.34296 2.08943 -0.40763
C 1.52577 1.29584 -0.25949
H -2.41017 -1.65615 -0.26292

Output
- Total energy: -9879.35490 eV
- Frontier orbital gap: 10.329 eV
- SMILES: NCCCC(=O)O
- Spin multiplicity: 1
- Relative energy (zero: lowest compared OMol25 entry of this formula, charge and spin): 16.3 kcal/mol
- Net charge: 0
- HOMO: -9.61 eV

---

Entry 2:
Density functional theory data (wB97M-V/def2-TZVPD) for the molecule C4H9NO2.

Atoms and positions in Å:
H 1.72530 0.37494 0.56826
H 1.78884 -1.18544 1.41547
H -1.90318 0.19332 -0.30765
C 1.16527 -0.30606 1.21679
C -0.16390 -0.70448 0.58509
H -1.04014 1.25011 0.83076
H 0.02465 -1.40144 -0.24925
O -1.03524 -1.31143 1.52537
C -0.91156 0.51170 0.03498
H 0.97244 0.21099 2.16272
O 0.53718 2.17581 -0.93838
C -0.12085 1.16095 -1.08682
H 0.37920 0.86210 -3.04438
N -0.12726 0.47016 -2.26566
H -0.75194 -0.30138 -2.43277
H -0.53880 -1.99983 1.98548

Output
- Total energy: -9879.59974 eV
- Frontier orbital gap: 10.683 eV
- SMILES: C[C@@H](O)CC(N)=O
- Spin multiplicity: 1
- Relative energy (zero: lowest compared OMol25 entry of this formula, charge and spin): 10.6 kcal/mol
- Net charge: 0
- HOMO: -9.89 eV